DFT (ωB97M-V/def2-TZVPD) results for a structure of composition C35H37ClO4P2Zr in a non-equilibrium geometry.

CARTESIAN COORDINATES (ANGSTROEM)
Zr (1.99024, 0.67587, 1.51956)
C (2.15162, -0.02243, -2.95825)
C (1.16029, 0.87084, -3.12972)
C (-0.05006, 0.66435, -3.97114)
C (-0.69263, -0.73973, -3.87233)
C (-0.67891, -1.30934, -2.48578)
C (0.33280, -1.99839, -1.91360)
C (1.49403, -2.48184, -2.72365)
C (2.18658, -1.38516, -3.57026)
C (-0.81818, -0.19610, 3.20391)
H (3.13238, 0.28716, -2.61100)
H (1.27876, 1.91595, -2.85881)
H (0.20296, 0.84485, -5.02395)
H (-0.81161, 1.41091, -3.70648)
H (-1.74614, -0.60757, -4.16141)
H (-0.24758, -1.42424, -4.61504)
H (-1.67244, -1.35395, -2.04144)
H (0.24024, -2.39674, -0.90616)
H (1.15965, -3.27281, -3.42509)
H (2.23649, -2.94589, -2.05540)
H (3.24123, -1.68801, -3.64754)
H (1.78892, -1.37130, -4.59535)
H (0.25638, -0.25538, 3.45227)
H (-1.36656, -0.69994, 4.01883)
H (-1.09465, 0.87204, 3.18761)
P (0.06085, 1.97253, -0.07352)
P (-1.47194, -1.09924, 1.79815)
C (-1.19880, 0.82181, -0.45476)
C (-1.60494, -0.31996, 0.19594)
C (-0.18036, 3.72520, -0.37056)
C (-0.63074, 4.20035, -1.62261)
C (-0.63138, 5.57204, -1.90468)
C (-0.21788, 6.48973, -0.92688)
C (0.19518, 6.03254, 0.33586)
C (0.20543, 4.66178, 0.61419)
C (1.73159, 1.44209, -0.65180)
C (2.14687, 0.03039, -0.51705)
C (3.46272, -0.22812, -0.02790)
C (4.43769, 0.80588, -0.17305)
C (4.07714, 2.06532, -0.64511)
C (2.73114, 2.43296, -0.74922)
C (-3.21033, -1.33093, 2.20926)
C (-3.97731, -0.15618, 2.27657)
C (-5.31745, -0.22051, 2.64121)
C (-5.90116, -1.46564, 2.88086)
C (-5.14934, -2.63735, 2.77231)
C (-3.79571, -2.57387, 2.44871)
C (-0.63107, -2.69588, 1.72471)
C (0.49228, -2.99409, 2.51724)
C (1.19968, -4.17423, 2.30596)
C (0.79567, -5.07557, 1.32556)
C (-0.34945, -4.81481, 0.57523)
C (-1.05978, -3.62934, 0.76604)
H (-1.72926, 1.06194, -1.39956)
H (-2.39587, -0.87639, -0.34124)
H (-0.97784, 3.47985, -2.37265)
H (-0.94535, 5.92824, -2.89301)
H (-0.20678, 7.56158, -1.14010)
H (0.51679, 6.74452, 1.10440)
H (0.52491, 4.29802, 1.59655)
H (1.46417, -0.77039, -0.74496)
H (3.72384, -1.22331, 0.32315)
H (5.48549, 0.58616, 0.02111)
H (4.82619, 2.80136, -0.92801)
H (2.41574, 3.44302, -0.99906)
H (-3.52877, 0.81020, 2.04085)
H (-5.89196, 0.69851, 2.74337)
H (-6.94628, -1.53557, 3.17072)
H (-5.59539, -3.61151, 2.94902)
H (-3.19329, -3.47919, 2.38568)
H (0.81673, -2.29099, 3.28680)
H (2.08755, -4.38593, 2.90235)
H (1.35958, -5.98856, 1.15438)
H (-0.68239, -5.52597, -0.17656)
H (-1.94099, -3.42318, 0.15315)
O (1.91150, 1.26999, 4.98414)
Cl (3.03153, 0.89323, 4.12330)
O (3.10983, 1.88688, 2.90489)
O (2.59521, -0.39864, 3.26560)
O (0.28268, 1.81611, 1.50524)

Output
2S+1 ... 1
Lowest unoccupied orbital energy (spin up / spin down) ... -6.7 / -6.7 eV
Frontier orbital gap (spin up / spin down) ... 4.93 / 4.93 eV
Largest force on an atom ... 0.0646 Eh/bohr
Net charge ... +2

Results of the Löwdin charge analysis, in e, for atoms 1 through 5: 1.63, -0.12, -0.13, -0.17, -0.17